# C25H17F4HfN3O6S

C25H17F4HfN3O6S as an isolated structure (ωB97M-V with the def2-TZVPD basis set, the Open Molecules 2025 dataset).

```
57
Properties=species:S:1:pos:R:3:nbo_charge:R:1
Hf -0.4628 -0.5486 0.5814 2.33
C 5.0543 -5.0759 -2.6099 -0.62
C 3.8483 -5.7363 -1.9507 -0.03
C 3.2932 -6.9172 -2.7343 -0.40
C 2.7384 -6.4564 -4.0746 -0.43
C 1.7648 -5.3233 -3.8855 -0.04
C 0.7872 -5.0724 -4.8198 -0.23
C -0.1293 -4.0433 -4.6223 0.39
F -1.0706 -3.8442 -5.5600 -0.31
C -0.1064 -3.2552 -3.5097 -0.26
C 0.8930 -3.4752 -2.5512 -0.07
C 0.9405 -2.6318 -1.3648 0.52
O 0.0905 -1.7067 -1.2412 -0.74
C 1.9449 -2.9402 -0.4184 -0.31
C 2.8007 -3.9785 -0.6540 0.16
N 2.7790 -4.7379 -1.7519 -0.35
C 1.8240 -4.5104 -2.7333 0.23
C 2.1016 -2.1771 0.8632 0.80
O 2.7152 -2.6668 1.7873 -0.61
O 1.5579 -0.9887 0.8603 -0.82
H 5.8449 -5.8095 -2.7686 0.23
H 5.4462 -4.2820 -1.9742 0.23
H 4.7885 -4.6380 -3.5722 0.21
H 4.1274 -6.0754 -0.9527 0.22
H 2.5030 -7.3925 -2.1488 0.22
H 4.0850 -7.6525 -2.8765 0.23
H 2.2428 -7.2807 -4.5874 0.23
H 3.5552 -6.1335 -4.7257 0.22
H 0.7048 -5.6834 -5.7099 0.23
H -0.8443 -2.4822 -3.3500 0.26
H 3.5504 -4.2084 0.0935 0.25
O -1.1660 3.3241 1.6095 -0.57
C -0.8587 2.3772 0.9296 0.76
O -0.1174 1.3649 1.2780 -0.81
C -1.3245 2.2873 -0.5118 0.15
C -2.2010 3.2619 -1.0129 -0.23
C -2.6128 3.1614 -2.3042 -0.10
C -2.0833 2.1369 -3.1208 -0.11
C -2.4036 2.0363 -4.4929 -0.17
C -1.8241 1.0781 -5.2734 -0.21
C -0.8846 0.1940 -4.7087 -0.19
C -0.5705 0.2558 -3.3795 -0.23
C -1.1836 1.2092 -2.5411 0.25
N -0.8714 1.2617 -1.2048 -0.52
H -2.5261 4.0408 -0.3391 0.26
H -3.3181 3.8649 -2.7298 0.22
H -3.1070 2.7447 -4.9131 0.22
H -2.0678 1.0069 -6.3249 0.22
H -0.4005 -0.5404 -5.3407 0.22
H 0.1600 -0.4067 -2.9478 0.24
O -0.7477 -2.8103 1.1295 -1.00
S -0.8613 -2.5006 2.6137 1.40
N -0.7584 -1.0499 2.8380 -0.97
F -3.3527 -0.2012 -1.1289 -0.34
C -2.6586 -0.9060 -0.2186 0.53
F -2.7023 -0.0228 1.0085 -0.43
F -3.4479 -1.9335 0.1162 -0.33
```

Values from the calculation:
Energy above the lowest of the compared OMol25 structures with the same formula, charge and spin: 3.8 kcal/mol
Total charge: 0
LUMO energy: -0.79 eV

---

# C21H29Br8F4NNb

C21H29Br8F4NNb as an isolated structure in a non-equilibrium geometry (ωB97M-V with the def2-TZVPD basis set, the Open Molecules 2025 dataset).

```
64
Properties=species:S:1:pos:R:3:nbo_charge:R:1
F -0.2812 -7.5168 0.1052 -0.37
C 0.8514 -6.8120 -0.4168 0.55
F 2.0458 -7.6297 -0.4212 -0.37
F 0.6701 -6.4529 -1.8147 -0.39
Nb 1.3783 -4.9409 0.8708 2.12
F 3.0329 -5.9858 1.6844 -0.62
C 2.6523 -4.1992 -0.8480 -1.02
C 3.9614 -3.3789 -0.4759 0.02
C 4.5532 -3.1271 0.9221 -0.23
C 5.8604 -2.2919 1.0896 -0.22
C 6.6280 -1.6812 -0.1049 -0.26
C 6.0687 -1.9598 -1.5219 -0.24
C 4.7765 -2.7819 -1.6868 -0.23
C -0.3745 -3.7917 -0.0275 -0.41
C -1.6575 -4.4367 -0.6084 -0.30
C -2.7332 -3.5608 -1.2192 0.00
N -2.8408 -2.1477 -1.3528 -0.48
C -1.6681 -1.5941 -0.7705 0.01
C -0.4491 -2.2435 -0.1420 -0.32
H 0.3228 -5.5157 2.2392 -0.39
H 1.7773 -3.4569 1.8512 -0.37
H 1.9948 -3.4943 -1.4924 0.25
H 2.9284 -5.0672 -1.5635 0.27
H 4.0443 -3.5543 1.8407 0.24
H 6.2691 -2.1059 2.1327 0.21
H 7.5795 -1.0491 0.0253 0.22
H 6.5866 -1.5563 -2.4543 0.21
H 4.4024 -2.9686 -2.7453 0.21
H -1.7882 -5.5690 -0.5766 0.24
H -3.6367 -4.1296 -1.6604 0.18
H -1.6539 -0.4392 -0.7868 0.20
H 0.4127 -1.6035 0.2415 0.25
Br -0.9013 0.4264 -3.7022 -0.01
C -2.8425 0.3307 -3.8331 -0.46
C -3.4479 1.7010 -4.0087 -0.44
Br -3.4749 2.6830 -2.3244 -0.03
H -3.1963 -0.1877 -2.9409 0.26
H -3.0375 -0.2900 -4.7091 0.23
H -4.4943 1.6235 -4.3084 0.22
H -2.9133 2.3205 -4.7288 0.23
Br -0.9245 5.8301 -3.5668 -0.02
C -1.3026 5.8777 -1.6562 -0.45
C -2.2960 6.9616 -1.3212 -0.44
Br -1.4562 8.7218 -1.3347 -0.04
H -0.3470 5.9949 -1.1454 0.24
H -1.7151 4.8943 -1.4243 0.25
H -2.6737 6.8358 -0.3051 0.24
H -3.1363 7.0057 -2.0137 0.23
Br -1.3352 7.0324 2.6945 -0.01
C -1.1687 8.9399 3.0577 -0.45
C -0.0977 9.5694 2.2022 -0.45
Br 1.6832 9.1488 2.8752 -0.02
H -0.9843 9.0453 4.1266 0.23
H -2.1470 9.3604 2.8192 0.23
H -0.1656 10.6578 2.2406 0.23
H -0.1298 9.2440 1.1630 0.25
Br -1.5777 -2.7884 2.0131 0.10
C -1.9786 -2.7288 3.9254 -0.51
C -2.9643 -1.6313 4.2473 -0.43
Br -2.1037 0.1192 4.2366 -0.04
H -1.0271 -2.6206 4.4466 0.23
H -2.4057 -3.7070 4.1571 0.22
H -3.3553 -1.7479 5.2598 0.21
H -3.7965 -1.5800 3.5451 0.23
```

Values from the calculation:
Total charge: -1
LUMO energy: 1.14 eV

---

# C16H18AsBeF3INO6S2

C16H18AsBeF3INO6S2 as an isolated structure in a non-equilibrium geometry (ωB97M-V with the def2-TZVPD basis set, the Open Molecules 2025 dataset).

```
49
Properties=species:S:1:pos:R:3:mulliken_spin:R:1
Be -0.8979 -0.4388 0.6011 0.07
I 3.6116 5.0616 -2.5582 0.00
C 2.9906 3.4515 -1.3395 -0.01
C 3.8206 3.0127 -0.3189 0.00
C 3.3934 1.9722 0.4864 0.00
C 2.1641 1.3524 0.2758 0.00
C 1.3689 1.7961 -0.7790 -0.03
C 1.7723 2.8483 -1.5831 0.01
C 1.7331 0.2365 1.1828 -0.01
O 2.5427 -0.2980 1.9240 0.00
O 0.4755 -0.0914 1.1753 0.02
H 4.7857 3.4724 -0.1589 0.00
H 4.0279 1.6191 1.2880 0.00
H 0.4520 1.2767 -1.0022 0.00
H 1.1364 3.1927 -2.3866 0.02
O -1.9283 0.6028 0.1070 -0.02
N -2.0061 1.9523 -0.0037 0.28
C -2.8226 2.4661 -0.9889 0.15
C -2.7416 3.7753 -1.3445 -0.09
C -1.8006 4.6374 -0.7320 0.42
C -0.9847 4.0856 0.2740 -0.09
C -1.0869 2.7734 0.6208 0.25
H -3.5042 1.7608 -1.4380 0.02
H -3.4110 4.1562 -2.1041 0.00
H -1.7201 5.6745 -1.0171 0.04
H -0.2547 4.6969 0.7867 0.00
H -0.4990 2.2965 1.3869 -0.01
C -1.2487 -4.4636 3.3708 0.00
As -0.9475 -3.3734 1.7542 0.00
C -1.6468 -4.6249 0.4253 0.00
C 0.9808 -3.3977 1.7531 0.00
S -2.0340 -1.6297 2.1928 0.00
H -0.6228 -5.3569 3.3320 0.00
H -2.2971 -4.7546 3.4369 0.00
H -0.9981 -3.8802 4.2561 0.00
H -1.6463 -5.6271 0.8548 0.00
H -1.0067 -4.5927 -0.4511 0.00
H -2.6590 -4.3433 0.1376 0.00
H 1.3081 -4.4333 1.6580 0.00
H 1.3184 -2.9658 2.6951 0.00
H 1.3895 -2.8083 0.9438 0.00
F 0.6189 -0.5455 -3.8348 0.00
C -0.3754 -0.9630 -3.0438 0.00
F -1.1441 -1.7897 -3.7651 0.00
F -1.1137 0.1029 -2.7343 -0.01
S 0.3188 -1.8406 -1.5381 -0.01
O 0.4143 -3.2107 -1.9625 0.00
O 1.5529 -1.1734 -1.2868 0.00
O -0.7790 -1.6700 -0.5485 0.00
```

Values from the calculation:
Spin multiplicity: 2
<S²>: 0.767
Total charge: -1
LUMO energy (alpha / beta): 2.28 / 2.28 eV

---

# C5H12N2O

A 2-piece molecular cluster, C5H12N2O overall in a non-equilibrium geometry (ωB97M-V with the def2-TZVPD basis set, the Open Molecules 2025 dataset).

```
20
Properties=species:S:1:pos:R:3:nbo_charge:R:1
O 1.8428 -0.2865 -1.2813 -0.55
C 2.2131 -0.6252 -0.0596 0.25
C 1.6007 -0.2959 1.1659 -0.18
C 0.4417 0.6633 1.2310 -0.49
C -0.9849 -0.1033 1.0550 -0.28
C -1.1757 -1.1174 -0.0500 -0.29
N -1.1208 -0.6274 -1.4380 -0.87
N -2.0194 1.8895 -0.3490 -0.98
H 3.1264 -1.1264 0.0371 0.14
H 2.3767 -0.6358 1.9697 0.23
H 0.2812 1.2398 0.3353 0.24
H 0.5034 1.4495 1.9966 0.25
H -1.6478 0.6312 0.4278 0.33
H -1.5273 -0.2813 2.0951 0.23
H -2.0929 -1.7912 -0.0910 0.23
H -0.2094 -1.7460 0.1021 0.24
H -1.6507 0.2521 -1.5160 0.39
H -2.8355 2.3205 0.0698 0.36
H -0.1503 -0.4602 -1.8156 0.40
H -1.5039 2.4759 -0.9047 0.36
```

Values from the calculation:
Energy above the lowest of the compared OMol25 structures with the same formula, charge and spin: 223.7 kcal/mol
Total charge: 0
LUMO energy: -3.60 eV

---

# CNO2S2

An isolated ion of composition CNO2S2 and charge -1 in a non-equilibrium geometry (ωB97M-V with the def2-TZVPD basis set, the Open Molecules 2025 dataset).

```
6
Properties=species:S:1:pos:R:3:nbo_charge:R:1
C -1.0058 0.1209 -0.0869 0.92
N 0.5125 0.0635 0.7172 -0.83
O -1.4235 1.2349 -0.0507 -0.69
O -1.2628 -1.0470 -0.4497 -0.74
S 1.4114 -1.1963 0.0650 0.22
S 1.7682 0.8240 -0.1948 0.12
```

Values from the calculation:
Energy above the lowest of the compared OMol25 structures with the same formula, charge and spin: 39.5 kcal/mol
Total charge: -1
LUMO energy: 3.49 eV

---

# C4H8NOS

An isolated ion of composition C4H8NOS and charge +1 in a non-equilibrium geometry (ωB97M-V with the def2-TZVPD basis set, the Open Molecules 2025 dataset).

```
15
Properties=species:S:1:pos:R:3:nbo_charge:R:1
C -2.0072 -0.5885 -0.2494 0.54
C -1.4993 0.3194 0.7600 -0.43
C 0.7023 -0.3268 -0.2403 0.01
C 1.1515 0.6827 -1.2073 -0.70
N -0.0900 0.0105 1.0152 -0.58
O -3.0893 -0.8752 -0.6044 -0.36
S 1.7968 -1.6857 0.1324 0.07
H -1.8647 1.4066 0.6285 0.31
H -2.0498 0.1590 1.7266 0.28
H 0.8351 0.5776 -2.1967 0.27
H 2.2058 0.5174 -1.2530 0.24
H 0.7235 1.6420 -0.8412 0.24
H 0.3639 0.5758 1.7252 0.45
H 0.0850 -1.0079 1.5056 0.47
H 2.7364 -1.4069 -0.9014 0.20
```

Values from the calculation:
Energy above the lowest of the compared OMol25 structures with the same formula, charge and spin: 103.5 kcal/mol
Total charge: +1
LUMO energy (alpha / beta): -4.75 / -4.49 eV